{"formula": "C27H27F2NO2", "method": "ωB97M-V/def2-TZVPD", "species": ["C", "C", "C", "F", "C", "C", "C", "C", "C", "C", "F", "C", "C", "C", "C", "C", "C", "H", "H", "H", "H", "H", "H", "H", "H", "H", "H", "H", "H", "H", "C", "C", "O", "C", "C", "C", "N", "C", "C", "C", "C", "C", "C", "C", "O", "H", "H", "H", "H", "H", "H", "H", "H", "H", "H", "H", "H", "H", "H"], "positions_angstrom": [[4.503, 3.549, 1.958], [3.261, 2.888, 1.472], [2.192, 3.636, 0.989], [2.339, 5.003, 0.953], [1.000, 3.076, 0.547], [0.790, 1.677, 0.681], [-0.512, 1.035, 0.580], [-1.701, 1.830, 1.006], [-1.698, 3.103, 1.663], [-2.891, 3.747, 1.962], [-2.841, 5.014, 2.481], [-4.148, 3.196, 1.758], [-5.395, 3.939, 2.074], [-4.156, 1.899, 1.236], [-2.986, 1.226, 0.920], [1.899, 0.897, 1.088], [3.099, 1.494, 1.466], [5.258, 2.787, 2.160], [4.925, 4.262, 1.242], [4.332, 4.095, 2.893], [0.205, 3.734, 0.201], [-0.526, 0.066, 1.140], [-0.780, 3.610, 1.966], [-6.248, 3.261, 1.976], [-5.410, 4.338, 3.096], [-5.576, 4.787, 1.398], [-5.118, 1.427, 1.053], [-3.077, 0.193, 0.572], [1.789, -0.190, 1.156], [3.949, 0.881, 1.763], [-0.123, -4.281, 2.097], [-1.172, -3.389, 1.487], [-0.471, -2.455, 0.600], [-1.303, -1.614, -0.046], [-0.533, -0.587, -0.885], [-1.385, 0.251, -1.771], [0.405, -1.362, -1.566], [0.711, -1.580, -2.809], [1.538, -2.717, -3.261], [1.804, -2.989, -4.631], [2.608, -4.078, -5.005], [3.179, -4.904, -4.031], [2.929, -4.641, -2.671], [2.128, -3.554, -2.300], [-2.528, -1.711, -0.044], [-0.606, -4.963, 2.800], [0.389, -4.887, 1.344], [0.624, -3.707, 2.653], [-1.902, -3.970, 0.905], [-1.695, -2.801, 2.258], [-2.060, 0.914, -1.219], [-0.734, 0.875, -2.394], [-1.971, -0.426, -2.414], [0.379, -0.902, -3.611], [1.395, -2.339, -5.405], [2.797, -4.296, -6.066], [3.805, -5.751, -4.317], [3.357, -5.282, -1.904], [1.959, -3.314, -1.244]], "mulliken_charge": [-1.44, 0.70, 0.31, -0.38, -1.02, 0.86, -0.58, 1.11, -0.95, 0.18, -0.38, 0.68, -1.47, -1.11, -0.48, -0.91, -0.65, 0.36, 0.32, 0.30, 0.92, 0.32, 0.85, 0.37, 0.33, 0.29, 0.31, 0.47, 0.41, 0.29, -1.25, -0.19, -0.12, -0.16, 1.80, -1.99, -0.36, -0.38, 0.50, -0.42, -0.55, -0.35, -0.55, -0.28, -0.72, 0.42, 0.28, 0.30, 0.30, 0.28, 0.43, 0.40, 0.46, 0.28, 0.34, 0.35, 0.35, 0.37, 0.43], "total_charge": 0, "orbital_gap_ev": 6.273, "e_lumo_ev": -1.2, "homo_energy_ev": -7.43}

{"formula": "C27H27FeN3O6S2", "method": "ωB97M-V/def2-TZVPD", "species": ["Fe", "C", "C", "N", "N", "C", "S", "S", "C", "C", "C", "C", "C", "C", "C", "C", "C", "C", "C", "C", "C", "O", "H", "H", "H", "H", "H", "H", "H", "H", "H", "H", "H", "H", "H", "H", "O", "C", "C", "C", "C", "C", "C", "C", "O", "N", "O", "O", "H", "H", "H", "H", "C", "C", "C", "C", "O", "H", "H", "H", "H", "H", "H", "H", "H", "H"], "positions_angstrom": [[0.243, -0.581, -0.456], [-0.486, 2.160, 2.927], [-0.292, 0.924, 2.088], [0.001, 0.993, 0.837], [-0.034, 2.277, 0.283], [-0.508, 2.248, -0.908], [-0.957, 0.833, -1.786], [-0.768, 3.838, -1.674], [-2.602, 3.812, -1.671], [-3.219, 3.707, -0.304], [-3.352, 4.832, 0.504], [-3.889, 4.730, 1.778], [-4.294, 3.494, 2.265], [-4.158, 2.365, 1.469], [-3.626, 2.472, 0.192], [-0.505, -0.378, 2.717], [-0.426, -0.497, 4.110], [-0.686, -1.684, 4.761], [-1.068, -2.792, 4.002], [-1.168, -2.705, 2.634], [-0.875, -1.508, 1.942], [-0.987, -1.507, 0.645], [-0.668, 3.030, 2.307], [0.417, 2.341, 3.517], [-1.314, 2.017, 3.616], [-2.928, 2.991, -2.307], [-2.879, 4.751, -2.152], [-3.021, 5.796, 0.131], [-3.987, 5.615, 2.395], [-4.707, 3.411, 3.263], [-4.457, 1.393, 1.844], [-3.505, 1.586, -0.421], [-0.142, 0.369, 4.695], [-0.600, -1.751, 5.838], [-1.282, -3.735, 4.494], [-1.453, -3.561, 2.034], [1.809, -1.054, 0.984], [3.016, -1.096, 0.789], [3.705, -0.730, -0.418], [5.073, -0.976, -0.493], [5.775, -0.649, -1.628], [5.121, -0.052, -2.728], [3.791, 0.219, -2.669], [3.006, -0.091, -1.503], [1.792, 0.226, -1.468], [7.191, -0.918, -1.694], [7.743, -1.399, -0.715], [7.782, -0.650, -2.731], [3.661, -1.434, 1.620], [5.591, -1.431, 0.342], [5.699, 0.179, -3.612], [3.269, 0.675, -3.499], [-0.085, -4.208, -2.068], [-0.468, -2.753, -2.355], [-1.940, -2.539, -1.988], [-0.271, -2.444, -3.843], [0.428, -1.948, -1.636], [-0.704, -4.906, -2.639], [-0.209, -4.410, -1.002], [0.963, -4.369, -2.329], [-2.570, -3.236, -2.548], [-2.253, -1.523, -2.234], [-2.091, -2.691, -0.922], [-0.882, -3.096, -4.474], [0.781, -2.578, -4.105], [-0.541, -1.405, -4.041]], "mulliken_spin": [1.07, 0.00, 0.00, -0.02, -0.01, 0.01, -0.07, 0.00, 0.00, 0.00, 0.00, 0.00, 0.00, 0.00, 0.00, 0.00, 0.00, 0.00, 0.00, 0.00, 0.00, 0.01, 0.00, 0.00, 0.00, 0.00, 0.00, 0.00, 0.00, 0.00, 0.00, 0.00, 0.00, 0.00, 0.00, 0.00, 0.00, 0.00, 0.00, 0.00, 0.00, 0.00, 0.00, -0.01, -0.02, 0.00, 0.00, 0.00, 0.00, 0.00, 0.00, 0.00, 0.00, -0.01, 0.00, 0.00, 0.05, 0.00, 0.00, 0.00, 0.00, 0.00, 0.00, 0.00, 0.00, 0.00], "spin_multiplicity": 2, "total_charge": -1, "orbital_gap_ev": [7.386, 7.310], "e_lumo_ev": [2.3, 2.3], "homo_energy_ev": [-5.10, -5.02], "relative_energy_kj_mol": 0.0, "s_squared": 0.89}

{"formula": "C27H27IrN6O2", "method": "ωB97M-V/def2-TZVPD", "species": ["Ir", "C", "C", "N", "N", "C", "O", "C", "C", "C", "C", "C", "C", "C", "C", "C", "C", "C", "N", "H", "H", "H", "H", "H", "H", "H", "H", "H", "H", "H", "H", "N", "C", "C", "C", "C", "C", "N", "C", "C", "C", "C", "C", "N", "H", "H", "H", "H", "H", "H", "H", "H", "H", "C", "O", "C", "C", "H", "H", "H", "H", "H", "H"], "positions_angstrom": [[0.929, 0.239, 0.261], [2.923, -1.253, -3.250], [2.492, -0.829, -1.886], [1.380, -0.233, -1.632], [0.461, 0.078, -2.586], [-0.558, 0.724, -2.050], [-0.685, 1.025, -0.796], [-1.649, 1.141, -2.960], [-1.598, 0.847, -4.321], [-2.628, 1.246, -5.156], [-3.714, 1.940, -4.642], [-3.769, 2.237, -3.287], [-2.740, 1.839, -2.449], [3.328, -1.021, -0.690], [4.588, -1.591, -0.760], [5.363, -1.706, 0.382], [4.852, -1.242, 1.580], [3.583, -0.692, 1.592], [2.821, -0.578, 0.501], [2.142, -1.009, -3.963], [3.113, -2.327, -3.285], [3.841, -0.740, -3.544], [-0.747, 0.308, -4.712], [-2.583, 1.017, -6.213], [-4.517, 2.252, -5.298], [-4.614, 2.782, -2.887], [-2.766, 2.070, -1.394], [4.959, -1.936, -1.715], [6.350, -2.144, 0.333], [5.417, -1.300, 2.499], [3.148, -0.324, 2.507], [-2.317, -0.356, 1.548], [-1.580, -1.520, 1.302], [-2.204, -2.711, 1.696], [-1.621, -3.917, 1.393], [-0.412, -3.925, 0.702], [0.146, -2.715, 0.374], [-0.415, -1.527, 0.665], [-2.132, 1.007, 1.557], [-3.292, 1.764, 1.309], [-3.248, 3.128, 1.236], [-2.016, 3.765, 1.391], [-0.930, 2.999, 1.690], [-0.985, 1.652, 1.843], [-3.297, -0.574, 1.616], [-3.138, -2.667, 2.241], [-2.098, -4.841, 1.692], [0.084, -4.844, 0.430], [1.090, -2.664, -0.152], [-4.217, 1.233, 1.130], [-4.146, 3.692, 1.028], [-1.906, 4.834, 1.294], [0.037, 3.442, 1.842], [0.703, -1.029, 3.545], [-0.186, -0.019, 3.132], [0.311, 0.909, 2.159], [1.268, 1.844, 2.887], [0.116, -1.749, 4.111], [1.488, -0.641, 4.204], [1.168, -1.534, 2.694], [2.046, 1.222, 3.328], [0.782, 2.380, 3.708], [1.779, 2.541, 2.225]], "mulliken_spin": [0.89, 0.01, 0.02, -0.13, 0.01, 0.04, 0.02, 0.01, 0.00, 0.00, 0.00, 0.00, 0.00, 0.01, 0.01, 0.01, 0.00, 0.04, -0.06, 0.00, 0.00, 0.00, 0.00, 0.00, 0.00, 0.00, 0.00, 0.00, 0.00, 0.00, 0.00, 0.00, -0.02, 0.01, 0.00, 0.01, 0.00, 0.06, 0.01, 0.00, 0.00, 0.01, 0.00, -0.01, 0.00, 0.00, 0.00, 0.00, 0.00, 0.00, 0.00, 0.00, 0.00, 0.00, 0.00, 0.08, -0.02, 0.00, 0.00, 0.00, -0.01, 0.00, 0.01], "spin_multiplicity": 2, "total_charge": 1, "orbital_gap_ev": [6.991, 7.087], "e_lumo_ev": [-3.0, -3.3], "homo_energy_ev": [-10.00, -10.38], "relative_energy_kj_mol": 110.2, "s_squared": 0.75}

Electronic energy values (in eV) by entry order: -39453.7985 -101250.4578 -44305.8355.